C33H40GeN2O6PtSSi as an isolated structure, computed with ωB97M-V/def2-TZVPD.

Properties
Total charge: -1
ΔE to the lowest compared entry with this formula, charge and spin: 0.951 eV
⟨S²⟩: 0.76
Lowest unoccupied orbital energy (alpha / beta): 2.4 / 2.4 eV
Spin multiplicity: 2

Geometry as XYZ:
```
85
Properties=species:S:1:pos:R:3:forces:R:3:lowdin_charge:R:1
Pt 0.691724 -0.140130 0.008490 0.217 -1.036 1.186 1.085
C 3.180278 5.832499 1.038211 -0.026 -0.034 0.001 -0.056
C 2.611638 4.505581 1.466862 -0.020 0.016 -0.007 -0.273
C 3.097903 3.316157 0.942296 -0.005 -0.008 -0.026 -0.027
C 2.580627 2.091597 1.343157 0.073 0.029 0.051 -0.067
C 1.571637 2.052303 2.287718 -0.110 0.084 -0.034 -0.290
C 1.076729 3.231867 2.832350 0.059 -0.009 -0.027 -0.075
C 1.590687 4.446859 2.415340 -0.001 0.003 0.002 -0.044
S 0.820725 0.528447 2.809451 -0.243 0.312 0.287 0.545
O 0.389321 0.753461 4.172739 -0.053 -0.260 0.025 -0.323
O 1.782026 -0.546263 2.599683 0.100 0.146 -0.062 -0.341
N -0.417418 0.420030 1.798653 -0.051 0.153 -0.379 -0.338
C -1.440380 -0.568812 2.169414 0.177 0.193 -0.098 -0.193
C -1.520516 -1.751220 1.212383 0.007 -0.196 -0.299 -0.666
O -2.410830 -2.574564 1.367033 0.018 0.032 0.074 0.016
O -0.649408 -1.803669 0.250588 -0.205 0.000 -0.013 -0.182
H 3.858261 5.711758 0.193653 -0.004 0.011 -0.003 0.070
H 3.737582 6.299103 1.853571 0.001 0.005 -0.005 0.078
H 2.387693 6.523313 0.744939 0.004 -0.003 -0.004 0.076
H 3.884830 3.338213 0.196450 -0.008 0.002 0.004 0.114
H 2.970509 1.178484 0.919350 0.006 -0.060 0.002 0.062
H 0.296060 3.179007 3.580027 0.007 0.003 0.006 0.112
H 1.191194 5.367653 2.827745 0.029 -0.006 0.020 0.111
H -2.427103 -0.099821 2.141470 0.002 0.050 0.099 0.113
H -1.289840 -0.959230 3.177129 -0.069 -0.006 0.022 0.114
C 4.846036 -1.457143 -1.947945 -0.026 -0.017 -0.125 -0.165
Si 3.747647 -1.501788 -0.425477 -0.041 0.048 -0.105 0.254
C 4.758841 -0.739752 0.954159 -0.135 0.175 0.138 -0.174
C 3.424815 -3.275182 0.061380 -0.191 -0.074 0.089 -0.155
O 2.391078 -0.691054 -0.827123 0.489 0.138 -0.622 -0.546
H 5.839216 -1.858888 -1.726050 -0.011 0.009 0.005 0.025
H 4.958231 -0.423320 -2.286718 0.015 -0.016 -0.003 0.026
H 4.429791 -2.030869 -2.780273 0.018 0.011 -0.004 0.017
H 5.589361 -1.404367 1.208937 0.007 0.001 -0.035 0.031
H 4.146540 -0.604941 1.848720 0.032 -0.030 0.027 0.013
H 5.175753 0.232866 0.676971 0.017 -0.027 -0.016 0.027
H 4.351607 -3.855680 0.058223 0.002 0.005 0.011 0.027
H 2.705478 -3.761439 -0.601938 0.031 0.008 -0.012 0.022
H 3.005019 -3.304697 1.070976 -0.001 -0.026 -0.023 0.035
C 0.146359 -4.325015 -4.376260 0.011 -0.005 -0.002 -0.103
C -0.964716 -3.497741 -4.420623 -0.003 0.019 -0.024 -0.093
C -0.929610 -2.247714 -3.814293 0.025 0.047 -0.035 -0.091
C 0.215238 -1.800756 -3.156720 0.054 -0.194 0.228 -0.260
C 1.319735 -2.653218 -3.108727 -0.104 -0.018 -0.064 -0.111
C 1.290628 -3.901132 -3.714066 0.008 0.028 -0.009 -0.084
Ge 0.256661 -0.034440 -2.304336 -0.006 0.100 -0.529 0.934
C 1.604666 1.054482 -3.210879 0.176 0.099 0.100 -0.286
C 1.845300 2.366840 -2.794166 0.022 -0.021 0.000 -0.102
C 2.828686 3.135328 -3.404142 -0.022 -0.029 -0.012 -0.093
C 3.599972 2.599320 -4.427797 0.003 0.002 0.018 -0.108
C 3.380463 1.293256 -4.839944 -0.011 -0.013 -0.016 -0.099
C 2.386627 0.529931 -4.238664 -0.069 0.026 -0.003 -0.100
C -1.494730 0.718027 -2.742953 -0.218 0.086 0.316 -0.298
C -1.653780 1.626427 -3.786874 -0.049 -0.109 -0.068 -0.110
C -2.918326 2.077990 -4.149152 0.016 -0.091 -0.084 -0.111
C -4.039964 1.626946 -3.467739 0.001 -0.059 -0.055 -0.123
C -3.895290 0.728893 -2.416327 0.014 0.012 -0.014 -0.089
C -2.630985 0.280519 -2.056108 0.031 0.082 0.031 -0.097
H 0.120094 -5.298185 -4.851679 -0.006 -0.007 0.018 0.094
H -1.865368 -3.826647 -4.925047 -0.005 0.009 0.005 0.096
H -1.808844 -1.616718 -3.857765 -0.012 -0.014 -0.002 0.090
H 2.202736 -2.330578 -2.581973 0.075 0.012 0.029 0.053
H 2.160035 -4.546332 -3.661864 -0.003 0.009 0.003 0.100
H 1.272073 2.780266 -1.972391 -0.015 0.008 -0.029 0.074
H 2.996257 4.154693 -3.075206 0.011 -0.009 0.018 0.094
H 4.374667 3.194543 -4.896599 -0.002 0.001 0.000 0.092
H 3.989148 0.862148 -5.626122 -0.015 0.006 -0.009 0.096
H 2.223326 -0.488025 -4.573437 0.019 -0.009 0.009 0.094
H -0.782854 1.975607 -4.331413 -0.001 0.025 0.012 0.101
H -3.026458 2.782451 -4.965701 -0.003 -0.003 -0.005 0.099
H -5.025525 1.974861 -3.754040 -0.003 0.000 0.000 0.097
H -4.767779 0.369549 -1.883783 0.005 0.002 0.011 0.102
H -2.522874 -0.428187 -1.239461 -0.006 -0.003 -0.029 0.102
C -2.451108 3.972622 -1.456044 0.012 0.017 0.053 -0.038
N -2.275290 3.606512 -0.069167 -0.006 0.024 0.038 -0.174
C -3.402389 3.771208 0.816977 0.031 0.040 -0.037 -0.057
C -1.142282 3.004892 0.357393 0.034 -0.102 0.065 -0.324
O -0.196640 2.700898 -0.345265 -0.062 0.410 -0.180 -0.039
H -2.536073 5.059123 -1.557009 -0.026 0.010 0.002 0.092
H -3.348192 3.504057 -1.864714 0.059 0.041 0.054 0.072
H -1.589784 3.623349 -2.017963 -0.007 0.027 0.033 0.077
H -3.774379 4.798445 0.776117 0.006 0.005 0.023 0.084
H -3.099730 3.548670 1.839124 -0.003 -0.014 0.003 0.086
H -4.220042 3.098196 0.541360 -0.007 0.007 -0.008 0.088
H -1.145404 2.797762 1.434998 -0.057 -0.083 -0.004 0.111
```
Positions in Å, forces in eV/Å.